Record 1
Formula: C5H8N2O
Source: OMol25
Level of theory: ωB97M-V/def2-TZVPD

Atoms and positions in Å:
C (-0.0304, 1.3938, 0.8439)
C (-0.2217, 0.4560, -0.4070)
C (1.2960, 0.1776, -0.6493)
C (-0.2164, -1.0431, -0.1414)
C (-1.7280, -1.0330, 0.4356)
H (0.7880, 0.9455, 1.5028)
H (-1.0557, 1.8672, 1.2136)
H (0.6230, 2.1670, 0.2850)
H (1.9127, 0.9778, -0.7698)
H (1.5356, -0.2212, -1.5865)
H (1.8586, -1.8029, -0.2753)
H (-0.1723, -1.6032, -0.9212)
H (-1.9892, -1.7320, 1.3423)
N (1.2651, -1.0057, 0.3141)
N (-2.3823, -0.1582, -0.2223)
O (-1.4828, 0.6145, -0.9644)

LUMO energy	0.697	eV
charge	0
energy above the lowest of the compared OMol25 structures with the same formula, charge and spin	7.903	eV

***

Record 2
Formula: C17H19CoN8O2
Source: OMol25
Level of theory: ωB97M-V/def2-TZVPD

Atoms and positions in Å:
Co (-0.6744, -0.2476, 0.3257)
C (-0.2583, -1.3864, 4.7530)
C (-0.4480, -1.0139, 3.3482)
N (-0.6066, -0.7248, 2.2599)
H (0.3128, -2.3109, 4.8178)
H (-1.2305, -1.5299, 5.2245)
H (0.2769, -0.5939, 5.2752)
O (2.2948, 2.1517, -0.3316)
C (2.2935, 0.9424, -0.3839)
N (1.1759, 0.1119, -0.2310)
C (1.5518, -1.1879, -0.3062)
O (0.6517, -2.0116, -0.0880)
C (2.9947, -1.2947, -0.5922)
C (3.8356, -2.3686, -0.7882)
C (5.1782, -2.0859, -1.0316)
C (5.6411, -0.7751, -1.0691)
C (4.7777, 0.3079, -0.8696)
C (3.4555, 0.0182, -0.6363)
H (3.4737, -3.3885, -0.7628)
H (5.8728, -2.9013, -1.1960)
H (6.6918, -0.5879, -1.2575)
H (5.1366, 1.3315, -0.8986)
N (-0.0943, 6.1078, -0.5607)
C (0.2619, 4.8444, -0.3750)
N (1.5284, 4.5000, -0.2324)
N (-0.7328, 3.9426, -0.3312)
C (-0.8483, 2.7383, -0.0591)
N (-1.1024, 1.6013, 0.1797)
H (0.5817, 6.8481, -0.6268)
H (-1.0687, 6.3384, -0.6495)
H (2.2617, 5.1867, -0.3108)
H (1.7897, 3.5160, -0.2304)
C (-5.8133, -0.4635, -0.9365)
C (-4.4473, -1.0563, -0.8014)
C (-3.9945, -2.3556, -0.9878)
C (-2.6287, -2.3519, -0.7528)
N (-2.2436, -1.0891, -0.4319)
N (-3.3824, -0.3363, -0.4527)
C (-1.6912, -3.5106, -0.8521)
H (-6.5493, -1.2519, -1.0653)
H (-5.8654, 0.1949, -1.8052)
H (-6.0792, 0.1209, -0.0546)
H (-4.5917, -3.2108, -1.2718)
H (-3.3349, 0.6563, -0.3010)
H (-2.2577, -4.4113, -1.0711)
H (-1.1297, -3.6601, 0.0680)
H (-0.9651, -3.3528, -1.6495)

LUMO energy (alpha / beta)	-5.868 / -8.835	eV
spin multiplicity	5
charge	+2
⟨S²⟩	6.017
energy above the lowest of the compared OMol25 structures with the same formula, charge and spin	0.271	eV

***

Record 3
Formula: C30H37Cl5CrN6O7PS
Source: OMol25
Level of theory: ωB97M-V/def2-TZVPD

Atoms and positions in Å:
Cr (-0.3235, 0.0640, 0.0570)
O (2.9003, 1.1620, 3.2416)
C (1.9239, 0.9450, 2.3810)
O (1.9254, 1.3435, 1.2399)
C (0.7670, 0.2073, 2.9553)
C (0.7158, -0.1044, 4.3086)
C (-0.4414, -0.6742, 4.8335)
C (-1.5311, -0.8309, 3.9978)
C (-1.4065, -0.4859, 2.6472)
N (-0.2394, -0.0406, 2.1030)
C (-2.4877, -0.4243, 1.6834)
O (-3.7298, -0.8162, 1.9235)
O (-2.2271, 0.0662, 0.5671)
H (3.6072, 1.7079, 2.8567)
H (1.5635, 0.1235, 4.9341)
H (-0.4958, -0.9503, 5.8739)
H (-2.4667, -1.2122, 4.3807)
H (-3.9005, -1.1364, 2.8223)
Cl (0.1922, 5.2799, -4.6573)
C (-0.1315, 3.8098, -3.8522)
C (-0.1089, 3.7646, -2.4511)
Cl (0.1831, 5.1797, -1.5425)
C (-0.3230, 2.5543, -1.8139)
Cl (-0.3240, 2.4136, -0.1097)
C (-0.5956, 1.3504, -2.5010)
O (-0.7413, 0.2460, -1.8561)
C (-0.6894, 1.4459, -3.9137)
Cl (-1.0941, 0.0362, -4.7936)
C (-0.4384, 2.6461, -4.5750)
Cl (-0.4927, 2.7199, -6.2821)
C (4.0563, -1.5168, 1.2477)
N (3.4872, -2.1170, 0.0549)
C (2.8739, -3.4094, 0.3066)
P (2.8444, -1.0758, -1.0773)
O (1.6141, -0.3139, -0.7015)
N (2.5249, -2.0465, -2.4202)
C (1.7822, -1.3973, -3.4910)
C (3.5408, -2.9541, -2.9223)
N (4.0715, 0.0297, -1.3263)
C (3.7555, 1.3542, -1.8080)
C (5.4068, -0.4242, -1.6378)
H (4.9135, -2.1026, 1.5847)
H (3.3265, -1.4826, 2.0632)
H (4.3816, -0.5055, 1.0200)
H (3.6490, -4.1353, 0.5679)
H (2.3457, -3.7531, -0.5789)
H (2.1592, -3.3600, 1.1348)
H (1.0537, -0.7173, -3.0537)
H (1.2670, -2.1515, -4.0926)
H (2.4370, -0.8342, -4.1678)
H (4.1321, -3.3428, -2.0996)
H (4.2023, -2.4696, -3.6457)
H (3.0474, -3.7869, -3.4269)
H (2.7219, 1.5878, -1.5657)
H (3.9053, 1.4351, -2.8880)
H (4.4080, 2.0771, -1.3174)
H (5.5368, -1.4414, -1.2809)
H (6.1326, 0.2242, -1.1443)
H (5.6038, -0.3918, -2.7129)
C (-5.4697, -2.2315, -1.0089)
C (-4.8608, -2.5946, -2.3607)
C (-3.5520, -1.8541, -2.6439)
N (-2.6245, -2.0153, -1.5420)
C (-1.4117, -2.5015, -1.4831)
S (-0.5218, -2.3406, -0.0031)
N (-0.7671, -3.1541, -2.4516)
C (-1.1978, -3.6976, -3.7202)
O (-0.5232, -3.4552, -4.6828)
C (-2.3470, -4.5995, -3.6680)
C (-2.6361, -5.3389, -2.5167)
C (-3.6652, -6.2605, -2.5358)
C (-4.4331, -6.4277, -3.6787)
C (-4.1551, -5.6919, -4.8200)
C (-3.1041, -4.7977, -4.8272)
H (-6.4762, -2.6340, -0.9506)
H (-5.5303, -1.1540, -0.8763)
H (-4.9010, -2.6634, -0.1884)
H (-5.5623, -2.3417, -3.1545)
H (-4.6882, -3.6699, -2.3954)
H (-3.7473, -0.7816, -2.7403)
H (-3.1010, -2.2026, -3.5709)
H (-2.9628, -1.5704, -0.6939)
H (0.2431, -3.1580, -2.3304)
H (-2.0374, -5.2201, -1.6259)
H (-3.8712, -6.8523, -1.6586)
H (-5.2418, -7.1397, -3.6768)
H (-4.7563, -5.8259, -5.7040)
H (-2.8687, -4.2373, -5.7184)

LUMO energy (alpha / beta)	-7.808 / -7.159	eV
spin multiplicity	2
charge	+2
⟨S²⟩	0.929
energy above the lowest of the compared OMol25 structures with the same formula, charge and spin	1.351	eV

***

Record 4
Formula: C3H41O18
Source: OMol25
Level of theory: ωB97M-V/def2-TZVPD

Atoms and positions in Å:
C (0.5503, -0.2811, -0.9347)
C (0.3855, -0.5627, 0.6088)
C (-0.1048, 0.8176, 1.1022)
O (-0.3690, -1.6489, 0.9617)
H (-0.1640, 0.4124, -1.3785)
H (0.7528, -1.2286, -1.4340)
H (1.4682, 0.2449, -1.1972)
H (1.4205, -0.6647, 0.9349)
H (0.5600, 1.6090, 0.7561)
H (-0.0840, 0.9471, 2.1843)
H (-1.1229, 1.0332, 0.7779)
O (-1.6291, 3.3848, 8.1030)
H (-1.2046, 2.5272, 8.1267)
H (-2.0749, 3.4552, 8.9472)
O (2.2895, -2.3784, 6.3601)
H (2.7157, -1.5447, 6.1612)
H (2.1120, -2.7675, 5.5037)
O (-6.9081, 1.6172, -0.6582)
H (-6.2795, 2.1796, -1.1109)
H (-6.3783, 0.9056, -0.2990)
O (6.4302, 1.4141, -0.7576)
H (6.5196, 1.0737, -1.6478)
H (7.2670, 1.2130, -0.3387)
O (-4.3186, 3.3172, 4.4919)
H (-3.7925, 3.4403, 5.2820)
H (-4.3143, 2.3713, 4.3457)
O (-3.0312, 3.8741, -2.9827)
H (-2.3153, 3.2802, -3.2086)
H (-2.6026, 4.7133, -2.8142)
O (1.0248, -5.5356, -4.7475)
H (1.5095, -5.1437, -5.4740)
H (1.4446, -6.3847, -4.6092)
O (-2.2578, -5.6451, -1.2532)
H (-2.0097, -4.9355, -0.6606)
H (-1.5699, -5.6534, -1.9188)
O (-5.4325, -2.2925, -0.5885)
H (-4.4783, -2.3374, -0.5275)
H (-5.6080, -2.1731, -1.5219)
O (-1.0178, 6.4265, -0.2651)
H (-1.2943, 5.5208, -0.1259)
H (-0.1583, 6.3540, -0.6799)
O (5.7641, -2.7879, 1.2825)
H (4.9095, -2.3664, 1.3730)
H (6.1790, -2.3342, 0.5489)
O (-3.9885, -1.5243, 4.3434)
H (-4.7056, -2.0978, 4.0729)
H (-3.3254, -1.6311, 3.6614)
O (2.7912, -1.2261, -6.7205)
H (2.0475, -0.6453, -6.5597)
H (2.3988, -2.0295, -7.0622)
O (1.2345, 4.7333, -4.0119)
H (1.8511, 4.1431, -3.5787)
H (1.7056, 5.5636, -4.0814)
O (1.8940, -6.1058, 0.5126)
H (2.3393, -6.0084, -0.3291)
H (1.2799, -5.3723, 0.5456)
O (-0.5479, 1.4819, -7.1764)
H (-0.6165, 2.2713, -6.6395)
H (-1.1863, 1.6123, -7.8776)
O (4.6378, 0.9426, 5.0714)
H (3.9594, 1.1592, 4.4318)
H (5.4489, 1.2669, 4.6800)

LUMO energy	1.669	eV
charge	-1
energy above the lowest of the compared OMol25 structures with the same formula, charge and spin	6.391	eV

***

Record 5
Formula: C5H6O2
Source: OMol25
Level of theory: ωB97M-V/def2-TZVPD

Atoms and positions in Å:
C (1.1186, 0.6498, 1.3747)
C (0.3537, -0.1778, 0.3582)
C (0.3037, 0.1229, -1.1086)
C (-0.8901, -0.2445, -1.5687)
C (-1.7738, -0.5205, -0.4022)
O (-2.9374, -0.8088, -0.3661)
O (-1.0082, -0.3749, 0.7280)
H (1.1122, 0.1162, 2.3308)
H (2.1617, 0.7247, 1.0507)
H (0.7273, 1.6568, 1.5413)
H (0.8482, -1.1586, 0.2960)
H (1.2108, 0.3612, -1.6516)
H (-1.2051, -0.4123, -2.5902)

LUMO energy	0.470	eV
SMILES	C[C@@H]1C=CC(=O)O1
charge	0
energy above the lowest of the compared OMol25 structures with the same formula, charge and spin	0.292	eV